C25H37N5O2 | ωB97M-V with the def2-TZVPD basis set

HOMO   -8.09 eV
Largest force on an atom   1.0 eV/Å
E_LUMO   0.60 eV
Structure (SMILES)   COC[C@H]1CCN(Cc2c(C(=O)N3CCN(C4CCCCC4)CC3)nc3ccccn23)C1
Energy relative to the best compared isomer or geometry (same formula, charge and spin)   0.7 kcal per mole
Calculated total energy   -38071.4699 eV
Molecular weight   439.60 g mol⁻¹
Frontier orbital gap   8.68 eV
Multiplicity   1

Geometry (Å):
C1 -6.122 -4.623 -0.916
O1 -6.250 -3.229 -0.999
C2 -5.069 -2.547 -0.641
C3 -5.311 -1.043 -0.757
C4 -6.320 -0.554 0.290
C5 -5.429 -0.078 1.429
N1 -4.331 0.570 0.732
C6 -3.167 0.796 1.575
C7 -2.115 1.525 0.819
C8 -0.811 1.189 0.477
C9 -0.157 -0.076 0.879
O2 -0.624 -0.728 1.810
N2 0.909 -0.526 0.185
C10 1.619 0.130 -0.885
C11 3.058 0.412 -0.444
N3 3.699 -0.842 -0.096
C12 5.149 -0.815 0.030
C13 5.810 -0.695 -1.347
C14 7.321 -0.864 -1.219
C15 7.896 0.188 -0.275
C16 7.227 0.103 1.093
C17 5.715 0.266 0.963
C18 3.004 -1.442 1.024
C19 1.564 -1.745 0.606
N4 -0.239 2.190 -0.243
C20 -1.157 3.127 -0.369
C21 -1.102 4.370 -1.019
C22 -2.213 5.163 -1.019
C23 -3.398 4.734 -0.380
C24 -3.445 3.531 0.252
N5 -2.339 2.749 0.266
C25 -4.034 -0.245 -0.443
H1 -7.082 -5.043 -1.210
H2 -5.339 -4.992 -1.591
H3 -5.881 -4.942 0.106
H4 -4.779 -2.809 0.389
H5 -4.246 -2.847 -1.309
H6 -5.673 -0.847 -1.768
H7 -7.008 -1.342 0.584
H8 -6.891 0.286 -0.105
H9 -5.924 0.638 2.089
H10 -5.083 -0.930 2.038
H11 -3.489 1.399 2.432
H12 -2.730 -0.141 1.953
H13 1.118 1.061 -1.143
H14 1.641 -0.546 -1.748
H15 3.595 0.879 -1.269
H16 3.027 1.115 0.406
H17 5.427 -1.794 0.440
H18 5.394 -1.455 -2.009
H19 5.599 0.284 -1.780
H20 7.788 -0.776 -2.202
H21 7.545 -1.860 -0.830
H22 8.974 0.046 -0.170
H23 7.730 1.182 -0.697
H24 7.627 0.877 1.752
H25 7.449 -0.867 1.545
H26 5.492 1.254 0.557
H27 5.248 0.189 1.947
H28 3.502 -2.375 1.298
H29 2.982 -0.782 1.909
H30 0.999 -2.166 1.439
H31 1.573 -2.449 -0.232
H32 -0.183 4.657 -1.501
H33 -2.199 6.123 -1.512
H34 -4.274 5.362 -0.397
H35 -4.323 3.135 0.735
H36 -3.751 0.413 -1.270
H37 -3.192 -0.927 -0.250

Results of the natural (NBO) charge analysis, in e, for atoms 1 through 8: atom 1 (C): -0.243, atom 2 (O): -0.544, atom 3 (C): -0.056, atom 4 (C): -0.236, atom 5 (C): -0.408, atom 6 (C): -0.219, atom 7 (N): -0.450, atom 8 (C): -0.270


C21H11ClMnN2O6S2 | ωB97M-V with the def2-TZVPD basis set

HOMO (alpha / beta)   -2.85 / -2.28 eV
Largest force on an atom   0.6 eV/Å
E_LUMO (alpha / beta)   3.62 / 3.62 eV
Energy relative to the best compared isomer or geometry (same formula, charge and spin)   0.0 kcal per mole
Calculated total energy   -102739.7273 eV
Molecular weight   541.85 g mol⁻¹
Total charge   -2
Frontier orbital gap (alpha / beta)   6.47 / 5.90 eV
Multiplicity   2

Geometry (Å):
Mn1 -0.085 1.688 0.280
O1 -4.068 2.527 -5.383
C1 -2.890 2.927 -5.259
O2 -2.172 3.573 -6.046
C2 -2.243 2.606 -3.889
C3 -2.734 1.563 -3.114
C4 -2.135 1.269 -1.903
N1 -1.105 1.973 -1.432
C5 -0.624 2.989 -2.166
C6 -1.159 3.324 -3.395
C7 0.564 3.705 -1.540
O3 1.084 4.640 -2.132
O4 0.934 3.209 -0.407
H1 -3.590 1.007 -3.471
H2 -2.473 0.455 -1.272
H3 -0.726 4.127 -3.973
S1 -1.935 3.082 1.646
C8 -1.977 1.497 2.202
N2 -1.245 0.551 1.674
C9 -1.366 -0.660 2.327
C10 -0.733 -1.857 1.991
C11 -0.965 -2.988 2.756
C12 -1.833 -2.959 3.850
C13 -2.487 -1.781 4.183
C14 -2.250 -0.645 3.421
S2 -2.925 0.952 3.587
H4 -0.088 -1.897 1.124
H5 -0.466 -3.913 2.493
H6 -2.003 -3.855 4.435
H7 -3.172 -1.746 5.022
Cl1 5.851 -4.409 0.355
C15 4.639 -3.145 0.329
C16 4.772 -2.067 1.188
C17 3.805 -1.072 1.167
C18 2.726 -1.156 0.297
C19 2.617 -2.243 -0.559
C20 3.575 -3.249 -0.549
C21 1.664 -0.085 0.302
O5 0.685 -0.204 -0.479
O6 1.776 0.873 1.100
H8 5.618 -2.013 1.861
H9 3.866 -0.212 1.821
H10 1.771 -2.281 -1.233
H11 3.501 -4.101 -1.211

Results of the natural (NBO) charge analysis, in e, for atoms 1 through 8: atom 1 (Mn): 1.163, atom 2 (O): -0.771, atom 3 (C): 0.736, atom 4 (O): -0.756, atom 5 (C): -0.068, atom 6 (C): -0.232, atom 7 (C): 0.038, atom 8 (N): -0.471


C3H8NO2 | ωB97M-V with the def2-TZVPD basis set

HOMO   -3.44 eV
Largest force on an atom   1.7 eV/Å
E_LUMO   4.56 eV
Structure (SMILES)   CO[C@H]([O-])CN
Energy relative to the best compared isomer or geometry (same formula, charge and spin)   58.9 kcal per mole
Calculated total energy   -8825.2364 eV
Molecular weight   90.10 g mol⁻¹
Total charge   -1
Frontier orbital gap   8.00 eV
Multiplicity   1

Geometry (Å):
C1 0.151 0.866 -1.921
O1 0.445 0.707 -0.539
C2 -0.353 -0.822 -0.157
O2 -1.437 -0.949 -0.798
C3 -0.444 -0.541 1.339
N1 0.870 -0.101 1.834
H1 0.567 1.856 -2.197
H2 0.682 0.003 -2.439
H3 -0.932 0.816 -2.149
H4 0.509 -1.473 -0.383
H5 -1.279 0.186 1.485
H6 -0.707 -1.467 1.864
H7 0.865 0.220 2.808
H8 1.065 0.699 1.253

Results of the natural (NBO) charge analysis, in e, for atoms 1 through 8: atom 1 (C): -0.248, atom 2 (O): -0.778, atom 3 (C): 0.422, atom 4 (O): -0.820, atom 5 (C): -0.271, atom 6 (N): -0.866, atom 7 (H): 0.143, atom 8 (H): 0.133


C46H49AsF2N4PReSi2 | ωB97M-V with the def2-TZVPD basis set

HOMO (alpha / beta)   -10.89 / -10.82 eV
Largest force on an atom   0.7 eV/Å
E_LUMO (alpha / beta)   -4.12 / -4.13 eV
Calculated total energy   -147900.8788 eV
Molecular weight   1044.20 g mol⁻¹
Total charge   +1
Frontier orbital gap (alpha / beta)   6.77 / 6.69 eV
Multiplicity   2

Geometry (Å):
Re1 -0.181 2.033 -0.401
F1 4.972 0.974 -1.906
C1 3.977 1.863 -1.792
C2 2.781 1.465 -1.224
C3 1.752 2.390 -1.072
C4 1.967 3.732 -1.467
C5 3.168 4.053 -2.094
F2 3.403 5.302 -2.531
C6 4.185 3.140 -2.270
C7 0.961 4.728 -1.041
C8 1.032 6.104 -1.220
C9 0.026 6.909 -0.712
C10 -1.039 6.339 -0.032
C11 -1.051 4.970 0.114
N1 -0.075 4.184 -0.361
H1 2.707 0.457 -0.866
H2 5.114 3.429 -2.740
H3 1.862 6.537 -1.750
H4 0.077 7.980 -0.855
H5 -1.846 6.934 0.369
H6 -1.852 4.462 0.635
C12 -3.119 1.275 1.795
Si1 -1.515 1.716 2.623
C13 -1.902 3.353 3.426
C14 -1.119 0.441 3.921
C15 0.089 1.746 1.508
Si2 1.598 2.493 2.483
C16 2.831 3.589 1.619
C17 2.477 0.939 3.005
C18 1.126 3.478 3.990
H7 -3.752 0.852 2.581
H8 -3.065 0.555 0.993
H9 -3.620 2.173 1.431
H10 -2.958 3.284 3.698
H11 -1.800 4.208 2.754
H12 -1.335 3.568 4.326
H13 -2.022 0.214 4.491
H14 -0.365 0.798 4.624
H15 -0.757 -0.489 3.481
H16 0.380 0.675 1.506
H17 3.428 3.092 0.858
H18 3.508 3.906 2.416
H19 2.393 4.494 1.198
H20 2.837 0.384 2.133
H21 1.823 0.278 3.577
H22 3.343 1.181 3.624
H23 0.449 4.303 3.770
H24 2.050 3.909 4.379
H25 0.683 2.878 4.785
N2 -6.054 4.259 -0.842
C19 -5.173 3.679 -1.304
N3 -4.173 3.030 -1.880
C20 -3.085 2.649 -1.450
N4 -2.022 2.235 -1.132
C21 1.069 -1.435 -1.120
C22 0.781 -2.841 -1.628
As1 2.189 -4.148 -1.125
C23 1.809 -4.065 0.798
C24 2.379 -3.006 1.511
C25 2.136 -2.839 2.868
C26 1.341 -3.753 3.546
C27 0.814 -4.838 2.862
C28 1.046 -4.995 1.501
C29 1.193 -5.718 -1.702
C30 1.912 -6.696 -2.381
C31 1.278 -7.834 -2.866
C32 -0.083 -8.002 -2.677
C33 -0.814 -7.030 -2.005
C34 -0.181 -5.895 -1.522
P1 -0.385 -0.336 -1.112
C35 -0.871 -0.255 -2.857
C36 -1.585 -1.260 -3.506
C37 -1.859 -1.155 -4.862
C38 -1.417 -0.056 -5.583
C39 -0.684 0.940 -4.954
C40 -0.414 0.835 -3.599
C41 -1.617 -1.330 -0.229
C42 -1.216 -2.058 0.891
C43 -2.144 -2.776 1.630
C44 -3.480 -2.776 1.253
C45 -3.887 -2.049 0.143
C46 -2.963 -1.323 -0.592
H26 1.836 -0.965 -1.728
H27 1.429 -1.453 -0.086
H28 0.699 -2.851 -2.717
H29 -0.156 -3.219 -1.223
H30 3.050 -2.314 1.013
H31 2.588 -2.012 3.399
H32 1.161 -3.637 4.606
H33 0.222 -5.574 3.391
H34 0.627 -5.852 0.992
H35 2.978 -6.573 -2.535
H36 1.851 -8.587 -3.390
H37 -0.577 -8.886 -3.054
H38 -1.877 -7.159 -1.855
H39 -0.770 -5.155 -0.994
H40 -1.925 -2.130 -2.960
H41 -2.417 -1.938 -5.357
H42 -1.635 0.021 -6.639
H43 -0.324 1.793 -5.512
H44 0.191 1.608 -3.131
H45 -0.174 -2.094 1.195
H46 -1.816 -3.341 2.492
H47 -4.203 -3.342 1.824
H48 -4.929 -2.038 -0.148
H49 -3.298 -0.741 -1.441

Results of the Mulliken charge analysis, in e, for atoms 1 through 8: atom 1 (Re): 0.560, atom 2 (F): -0.346, atom 3 (C): 0.013, atom 4 (C): -1.087, atom 5 (C): 1.142, atom 6 (C): 0.044, atom 7 (C): 0.839, atom 8 (F): -0.342